This record from the Open Molecules 2025 dataset describes a cluster of 3 separate species, C5H15N2O2 in total. The level of theory is ωB97M-V/def2-TZVPD.

```
24
Properties=species:S:1:pos:R:3:forces:R:3
C -0.81085 -1.46149 -0.36999 -0.6 0.6 0.8
C -1.95650 -0.44964 0.07730 1.1 -0.5 -0.2
C -1.42042 0.92053 0.30375 0.3 1.0 -2.4
C -1.34415 1.73236 1.34234 0.7 -1.4 2.1
N -0.55478 2.89656 1.43647 -0.9 -0.2 -1.3
C -0.86499 3.83118 0.63667 0.3 1.3 0.6
N 0.43542 -0.79075 -0.93733 -2.0 -0.5 0.3
H -0.49320 -2.03265 0.50532 0.2 0.0 -0.3
H -1.18164 -2.13419 -1.14347 0.1 0.0 0.1
H -2.63253 -0.40915 -0.78629 -0.4 -0.1 0.7
H -2.37663 -0.84756 1.00450 -0.4 -0.1 -0.4
H -1.09577 1.37018 -0.65489 0.1 0.0 0.4
H -1.62164 1.28697 2.30895 -0.1 0.5 -0.1
H -1.78846 3.94961 0.07113 -0.1 -0.7 -0.2
H -0.24861 4.73271 0.59639 0.2 -0.3 0.2
H 1.04223 -1.58249 -1.21695 0.9 1.0 0.1
H 0.80674 -0.14001 -0.24004 0.5 -0.4 0.1
H 0.12355 -0.23293 -1.72930 0.4 -0.1 -0.3
H 2.47817 -1.20925 2.18764 -0.2 -0.1 0.3
H 3.20392 -0.43285 1.12927 -0.3 0.0 -0.1
O 2.32439 -0.78376 1.34169 0.4 0.2 -0.3
H 3.37679 -2.45618 -2.11538 -0.1 0.1 0.1
H 2.06839 -3.22774 -2.09394 -0.2 -1.0 -0.5
O 2.53059 -2.52945 -1.65385 0.2 0.6 0.2
```
Positions in Å, forces in eV/Å.

Output
* frontier orbital gap: 9.40 eV
* spin multiplicity: 1
* energy relative to the best compared isomer or geometry (same formula, charge and spin): 2.788 eV
* charge: +1

***

This record from the Open Molecules 2025 dataset describes the ion C5H15N2S with charge +1. The level of theory is ωB97M-V/def2-TZVPD.

```
23
Properties=species:S:1:pos:R:3:forces:R:3
N -1.02176 0.42809 0.14105 0.6 0.1 0.4
C 0.06624 -0.59826 0.24384 2.2 0.8 -0.3
C 1.45884 -0.05628 -0.14574 0.8 -0.1 -0.1
C 2.04530 0.92438 0.90737 -1.0 -0.1 -0.8
S 1.24124 2.53292 0.61689 -0.1 0.2 0.0
C -0.35158 -1.83221 -0.55459 -1.5 -1.7 -0.4
N -1.62759 -1.60064 -1.30314 0.9 -1.0 0.3
C -2.78286 -2.37391 -0.82501 -1.7 1.2 0.6
H -1.59923 0.30453 0.96787 -0.7 0.0 -0.4
H -0.68482 1.39781 0.18271 0.5 0.1 0.1
H -1.48305 0.22305 -0.75820 -0.8 -0.4 0.1
H 0.24290 -0.76071 1.30669 -0.7 -0.6 0.0
H 1.55112 0.27744 -1.18241 -0.3 0.3 0.1
H 2.14099 -0.91092 -0.11124 -0.2 -0.2 0.0
H 1.77331 0.44805 1.84564 0.3 0.5 0.5
H 3.10826 1.09748 0.82345 0.2 -0.4 0.0
H 1.43828 3.16246 1.78029 0.1 -0.1 0.1
H 0.27371 -2.32216 -1.30395 1.1 1.2 0.2
H -0.43930 -2.69633 0.11402 -0.4 0.3 0.3
H -1.43318 -1.88424 -2.25315 -0.2 0.2 -0.1
H -3.59080 -1.64051 -0.69417 -0.2 -0.2 -0.2
H -2.72588 -2.80826 0.17340 0.8 -0.1 -0.1
H -3.20080 -3.13753 -1.47749 0.5 0.0 -0.3
```
Positions in Å, forces in eV/Å.

Output
* frontier orbital gap: 10.25 eV
* spin multiplicity: 1
* SMILES: CNC[C@H]([NH3+])CCS
* energy relative to the best compared isomer or geometry (same formula, charge and spin): 1.139 eV
* charge: +1

***

| no. | E_LUMO (eV) |
| --- | --- |
| 1 | -2.99 |
| 2 | -2.90 |